Molecular formula: C62H112BrCl2N20O6
Method: DFT, ωB97M-V/def2-TZVPD

Last columns: bonded neighbours and bond lengths (Å).
Positions of all 203 atoms, in Å:
1 C 7.89841 6.66831 6.54500  C2 1.527, H9 1.118, H10 1.275, H11 1.168
2 C 6.75149 6.22163 7.44825  C1 1.527, N3 1.667, H12 1.151, H13 1.125
3 N 5.38578 6.07942 6.50296  C2 1.667, C4 1.345, C7 1.350
4 C 4.32964 5.24658 6.53813  N3 1.345, C5 1.513, H14 1.127
5 C 3.57939 5.56340 5.26295  C4 1.513, N6 1.304, H15 1.119
6 N 4.35604 6.35350 4.57562  C5 1.304, C7 1.398, C8 1.467
7 C 5.40682 6.81647 5.37253  N3 1.350, N6 1.398, H16 1.074
8 C 4.02833 7.12033 3.36836  N6 1.467, H17 1.109, H18 1.120, H19 1.137
9 H 7.83048 7.72226 6.17848  C1 1.118
10 H 8.04106 5.91306 5.52719  C1 1.275
11 H 8.89091 6.41692 7.10619  C1 1.168
12 H 6.24369 6.79124 8.31042  C2 1.151
13 H 6.89086 5.17034 7.82329  C2 1.125
14 H 4.34739 4.36913 7.24560  C4 1.127
15 H 2.59170 5.14957 4.93924  C5 1.119
16 H 6.04125 7.63378 5.08508  C7 1.074
17 H 4.85494 7.21254 2.63526  C8 1.109
18 H 3.58591 8.06587 3.77320  C8 1.120
19 H 3.13423 6.62430 2.87150  C8 1.137
20 C 22.83432 17.20848 19.50591  C21 1.504, H28 1.095, H29 1.054, H30 1.159
21 C 21.55575 17.20004 18.71444  C20 1.504, N22 1.457, H31 1.092, H32 1.099
22 N 20.55692 16.21417 19.10668  C21 1.457, C23 1.358, C26 1.333
23 C 19.90031 16.28058 20.29396  N22 1.358, C24 1.397, H33 1.087
24 C 19.07359 15.15901 20.38899  C23 1.397, N25 1.399, H34 1.183
25 N 19.33147 14.41324 19.23381  C24 1.399, C26 1.336, C27 1.466
26 C 20.24716 15.06307 18.51019  N22 1.333, N25 1.336, H35 1.095
27 C 18.68646 13.14822 18.87080  N25 1.466, H36 1.098, H37 1.105, H38 1.132
28 H 22.71048 17.37847 20.58048  C20 1.095
29 H 23.40511 18.02408 19.15908  C20 1.054
30 H 23.48181 16.25818 19.35779  C20 1.159
31 H 21.87795 17.05911 17.68018  C21 1.092
32 H 20.99510 18.13848 18.82859  C21 1.099
33 H 19.99267 17.10729 20.99320  C23 1.087
34 H 18.39860 14.89272 21.32372  C24 1.183
35 H 20.69615 14.66263 17.59472  C26 1.095
36 H 18.21126 12.64384 19.72283  C27 1.098
37 H 19.41882 12.45185 18.42358  C27 1.105
38 H 17.91692 13.33294 18.06106  C27 1.132
39 C 19.43997 21.95499 17.47107  C40 1.544, H47 1.071, H48 1.105, H49 1.075
40 C 19.77553 23.25576 18.23309  C39 1.544, N41 1.476, H50 1.096, H51 1.128
41 N 20.71656 23.03732 19.34858  C40 1.476, C42 1.340, C45 1.313
42 C 22.04596 23.02773 19.18132  N41 1.340, C43 1.366, H52 1.068
43 C 22.57755 22.96188 20.43778  C42 1.366, N44 1.362, H53 1.082
44 N 21.53464 22.98195 21.31283  C43 1.362, C45 1.347, C46 1.468
45 C 20.38307 22.94026 20.61464  N41 1.313, N44 1.347, H54 1.075
46 C 21.58607 22.78013 22.76643  N44 1.468, H55 1.121, H56 1.050, H57 1.072
47 H 18.99843 22.02843 16.49781  C39 1.071
48 H 18.77231 21.31414 18.07526  C39 1.105
49 H 20.35300 21.39254 17.40081  C39 1.075
50 H 18.87702 23.64289 18.72732  C40 1.096
51 H 20.17463 24.11503 17.62152  C40 1.128
52 H 22.58455 23.19027 18.27370  C42 1.068
53 H 23.58849 22.83865 20.80312  C43 1.082
54 H 19.38663 22.85961 21.01068  C45 1.075
55 H 21.69840 23.76779 23.28475  C46 1.121
56 H 22.28924 22.05522 23.05216  C46 1.050
57 H 20.61542 22.39237 23.00610  C46 1.072
58 C 31.56249 14.82923 25.95520  C59 1.471, H66 1.047, H67 1.077, H68 1.123
59 C 30.19629 14.31222 26.12547  C58 1.471, N60 1.460, H69 1.093, H70 1.100
60 N 29.84604 14.33057 27.54243  C59 1.460, C61 1.373, C64 1.350
61 C 28.69023 14.82020 28.09891  N60 1.373, C62 1.345, H71 1.082
62 C 28.66543 14.53908 29.41397  C61 1.345, N63 1.405, H72 1.054
63 N 29.87172 13.86423 29.66546  C62 1.405, C64 1.344, C65 1.481
64 C 30.57706 13.76376 28.52624  N60 1.350, N63 1.344, H73 1.083
65 C 30.09572 13.16423 30.95130  N63 1.481, H74 1.083, H75 1.024, H76 1.121
66 H 31.64871 15.80266 26.33050  C58 1.047
67 H 31.79305 14.88560 24.90422  C58 1.077
68 H 32.33710 14.16439 26.42368  C58 1.123
69 H 30.01951 13.34033 25.65840  C59 1.093
70 H 29.47186 14.94154 25.58803  C59 1.100
71 H 27.87976 15.21596 27.50147  C61 1.082
72 H 27.90754 14.77803 30.10661  C62 1.054
73 H 31.51135 13.24438 28.35413  C64 1.083
74 H 29.63022 12.18686 30.91558  C65 1.083
75 H 29.72407 13.71103 31.73299  C65 1.024
76 H 31.20489 13.09898 31.09832  C65 1.121
77 C 22.34381 16.90486 23.62576  C78 1.481, H85 1.056, H86 1.086, H87 1.092
78 C 23.40408 17.49060 24.47729  C77 1.481, N79 1.486, H88 1.073, H89 1.082
79 N 22.77698 18.10264 25.67774  C78 1.486, C80 1.384, C83 1.336
80 C 21.75858 19.03892 25.64444  N79 1.384, C81 1.364, H90 1.096
81 C 21.27701 19.17631 26.91369  C80 1.364, N82 1.395, H91 1.057
82 N 21.97420 18.24069 27.67809  C81 1.395, C83 1.325, C84 1.458
83 C 22.84129 17.59495 26.91203  N79 1.336, N82 1.325, H92 1.084
84 C 21.66490 17.85903 29.05076  N82 1.458, H93 1.099, H94 1.062, H95 1.067
85 H 22.71155 16.20634 22.92366  C77 1.056
86 H 21.77902 17.64755 23.07011  C77 1.086
87 H 21.70861 16.23919 24.21302  C77 1.092
88 H 23.95383 18.26600 23.97928  C78 1.073
89 H 24.14070 16.76144 24.78951  C78 1.082
90 H 21.52940 19.53287 24.69318  C80 1.096
91 H 20.64114 19.92209 27.30906  C81 1.057
92 H 23.46724 16.78853 27.27589  C83 1.084
93 H 20.91413 17.05659 29.08023  C84 1.099
94 H 21.33678 18.68568 29.63203  C84 1.062
95 H 22.57907 17.49558 29.46310  C84 1.067
96 C 12.63856 19.08737 11.62504  C97 1.500, H104 1.095, H105 1.116, H106 1.095
97 C 13.40745 20.37347 11.55644  C96 1.500, N98 1.433, H107 1.072, H108 1.076
98 N 14.75533 20.17578 11.11090  C97 1.433, C99 1.433, C102 1.330
99 C 15.12831 20.08171 9.73050  N98 1.433, C100 1.376, H109 1.090
100 C 16.44751 19.69072 9.74052  C99 1.376, N101 1.409, H110 1.125
101 N 16.83060 19.52080 11.08565  C100 1.409, C102 1.334, C103 1.414
102 C 15.81985 19.91174 11.86304  N98 1.330, N101 1.334, H111 1.113
103 C 18.11158 19.10808 11.51816  N101 1.414, H112 1.045, H113 1.098, H114 1.079
104 H 11.67390 19.15758 12.13911  C96 1.095
105 H 13.17457 18.23786 12.11203  C96 1.116
106 H 12.34266 18.74741 10.62664  C96 1.095
107 H 13.29493 20.91419 12.47518  C97 1.072
108 H 12.88255 20.97885 10.83833  C97 1.076
109 H 14.54726 20.30584 8.83565  C99 1.090
110 H 17.11450 19.46135 8.86434  C100 1.125
111 H 15.95297 20.02180 12.96219  C102 1.113
112 H 18.38453 18.24465 10.99613  C103 1.045
113 H 18.00345 18.84119 12.57763  C103 1.098
114 H 18.76077 19.96775 11.44950  C103 1.079
115 C 13.31982 8.59642 22.25457  C116 1.531, H123 1.102, H124 1.085, H125 1.102
116 C 14.35432 7.47063 22.18264  C115 1.531, N117 1.512, H126 1.071, H127 1.063
117 N 15.68814 7.89413 22.75416  C116 1.512, C118 1.372, C121 1.343
118 C 16.35350 7.11518 23.66729  N117 1.372, C119 1.352, H128 1.108
119 C 17.49372 7.73565 24.04484  C118 1.352, N120 1.398, H129 1.095
120 N 17.47235 8.93891 23.33296  C119 1.398, C121 1.326, C122 1.490
121 C 16.40100 9.01441 22.55554  N117 1.343, N120 1.326, H130 1.081
122 C 18.23266 10.14649 23.76234  N120 1.490, H131 1.086, H132 1.096, H133 1.110
123 H 13.27250 9.10604 23.23092  C115 1.102
124 H 12.38515 8.08929 22.03976  C115 1.085
125 H 13.47184 9.33527 21.45151  C115 1.102
126 H 14.38648 7.06587 21.19134  C116 1.071
127 H 14.05646 6.72219 22.87565  C116 1.063
128 H 15.97322 6.10084 23.89821  C118 1.108
129 H 18.33919 7.41064 24.65995  C119 1.095
130 H 16.10330 9.72836 21.80034  C121 1.081
131 H 18.02610 10.97716 23.09364  C122 1.086
132 H 19.27650 9.82842 23.86910  C122 1.096
133 H 17.83487 10.40690 24.76518  C122 1.110
134 C 29.03915 9.50690 22.04411  C135 1.516, H142 1.105, H143 1.098, H144 1.117
135 C 27.56409 9.42319 21.70296  C134 1.516, N136 1.519, H145 1.115, H146 1.124
136 N 26.79554 10.61800 22.24025  C135 1.519, C137 1.374, C140 1.321
137 C 26.82810 11.13612 23.51192  N136 1.374, C138 1.371, H147 1.054
138 C 26.20179 12.35359 23.44448  C137 1.371, N139 1.368, H148 1.101
139 N 25.75758 12.48753 22.15709  C138 1.368, C140 1.296, C141 1.482
140 C 26.11720 11.44933 21.46886  N136 1.321, N139 1.296, H149 1.137
141 C 25.30609 13.69195 21.42014  N139 1.482, H150 1.094, H151 1.088, H152 1.073
142 H 29.54334 10.34169 21.52424  C134 1.105
143 H 29.63089 8.60939 21.81847  C134 1.098
144 H 29.22297 9.68933 23.13033  C134 1.117
145 H 27.06111 8.52547 22.13356  C135 1.115
146 H 27.31369 9.50979 20.61016  C135 1.124
147 H 27.12130 10.62683 24.38734  C137 1.054
148 H 26.11502 13.19019 24.15486  C138 1.101
149 H 25.87442 11.29122 20.36888  C140 1.137
150 H 24.49051 14.15001 21.98730  C141 1.094
151 H 24.88832 13.29110 20.49882  C141 1.088
152 H 26.07072 14.44092 21.33772  C141 1.073
153 C 26.98470 7.85901 16.23840  C154 1.501, H161 1.062, H162 1.091, H163 1.091
154 C 28.25758 8.20882 16.95223  C153 1.501, N155 1.509, H164 1.095, H165 1.119
155 N 29.14266 9.19666 16.23322  C154 1.509, C156 1.363, C159 1.316
156 C 29.94999 8.77366 15.21978  N155 1.363, C157 1.377, H166 1.011
157 C 30.53548 9.93344 14.76457  C156 1.377, N158 1.404, H167 1.087
158 N 30.11285 10.98428 15.59420  C157 1.404, C159 1.316, C160 1.435
159 C 29.24109 10.49144 16.44849  N155 1.316, N158 1.316, H168 1.064
160 C 30.72197 12.27352 15.75273  N158 1.435, H169 1.091, H170 1.142, H171 1.134
161 H 26.49803 7.15860 16.87064  C153 1.062
162 H 27.19692 7.49264 15.23256  C153 1.091
163 H 26.26613 8.67956 16.26423  C153 1.091
164 H 28.86047 7.32880 17.19726  C154 1.095
165 H 28.02712 8.67187 17.94460  C154 1.119
166 H 29.90160 7.90090 14.71094  C156 1.011
167 H 31.30470 10.03605 14.00336  C157 1.087
168 H 28.76923 11.05854 17.21487  C159 1.064
169 H 30.87112 12.42198 16.82374  C160 1.091
170 H 30.19488 13.09121 15.15530  C160 1.142
171 H 31.73725 12.10353 15.27775  C160 1.134
172 C 10.08471 15.34565 14.36174  C173 1.544, H180 1.100, H181 1.097, H182 1.062
173 C 10.76801 14.82790 15.64582  C172 1.544, N174 1.451, H183 1.130, H184 1.138
174 N 11.95761 15.60396 15.94090  C173 1.451, C175 1.436, C178 1.294
175 C 12.96342 15.98750 14.99031  N174 1.436, C176 1.328, H185 1.155
176 C 13.87553 16.63859 15.70369  C175 1.328, N177 1.391, H186 1.132
177 N 13.43168 16.65312 17.02184  C176 1.391, C178 1.269, C179 1.457
178 C 12.29945 16.08440 17.09275  N174 1.294, N177 1.269, H187 1.058
179 C 14.34381 17.19189 18.02174  N177 1.457, H188 1.126, H189 1.092, H190 1.149
180 H 10.12776 16.44430 14.38212  C172 1.100
181 H 9.02744 15.08343 14.49043  C172 1.097
182 H 10.53237 14.88818 13.51477  C172 1.062
183 H 10.97218 13.72360 15.52227  C173 1.130
184 H 10.12397 14.96680 16.57416  C173 1.138
185 H 12.98169 15.82074 13.84786  C175 1.155
186 H 14.83010 17.14332 15.36314  C176 1.132
187 H 11.78184 15.94055 18.00425  C178 1.058
188 H 15.04528 17.91345 17.51749  C179 1.126
189 H 14.87681 16.32579 18.41934  C179 1.092
190 H 13.76640 17.71973 18.86323  C179 1.149
191 Br 21.26957 19.72370 21.34456  no bonds
192 O 15.03782 12.15630 22.16969  C193 1.421, H196 0.950
193 C 16.06279 12.73981 21.37690  O192 1.421, O194 1.251, O195 1.241
194 O 15.86360 13.91386 20.99356  C193 1.251
195 O 16.99925 11.95290 21.16926  C193 1.241
196 H 14.32956 12.77845 22.05522  O192 0.950
197 O 17.19980 19.61917 16.76598  C198 1.396, H201 0.955
198 C 16.82960 19.15649 15.50192  O197 1.396, O199 1.252, O200 1.229
199 O 17.12704 19.91186 14.54944  C198 1.252
200 O 16.31214 18.04146 15.51748  C198 1.229
201 H 17.39737 20.54108 16.61151  O197 0.955
202 Cl 25.50766 14.84030 25.91196  no bonds
203 Cl 26.25837 10.99294 18.36528  no bonds

Results
lowest unoccupied orbital energy = -0.2088 Ha
E = -203245.9540 eV
spin multiplicity = 1
frontier orbital gap = 8.462 eV
ΔE to the lowest compared entry with this formula, charge and spin = 0.0 kcal/mol
HOMO = -14.14 eV
total charge = +5